Entry 1:
Entry from the Open Molecules 2025 dataset: a 7-piece molecular cluster, C32H50FN6O4PS4 overall (ωB97M-V/def2-TZVPD).

Atoms and positions in Å:
C -5.3334 4.0119 -1.7290
C -4.1971 3.3933 -2.5370
C -2.9285 3.2092 -1.6922
C -1.9861 2.0791 -2.1518
C -1.5542 1.0863 -1.0419
C -0.0369 0.9292 -0.8538
C 0.6736 1.9435 0.0541
P 0.3430 1.9259 1.8689
S 1.9274 2.3578 3.1756
S -1.5130 1.7408 2.8459
S 0.8954 -0.2892 2.1390
C -0.5077 -1.3476 1.8176
O 1.8984 -0.5680 1.1291
O 1.2271 -0.4983 3.5329
S -0.2217 4.2055 1.8237
O -0.3604 4.7524 3.1387
O -1.2060 4.4812 0.8150
F 1.1355 4.8533 1.2203
H -5.5345 3.4084 -0.8395
H -5.0771 5.0162 -1.3876
H -6.2617 4.0585 -2.3001
H -3.9664 4.0363 -3.3914
H -4.5318 2.4237 -2.9284
H -2.3862 4.1536 -1.6762
H -3.2264 3.0365 -0.6542
H -2.4838 1.4967 -2.9331
H -1.0915 2.4933 -2.6265
H -1.9386 0.0934 -1.2942
H -2.0450 1.3704 -0.1073
H 0.2231 -0.0809 -0.5463
H 0.4312 1.0485 -1.8351
H 1.7516 1.7620 0.0166
H 0.4891 2.9565 -0.3023
H 2.6120 3.0413 2.2443
H -1.9970 0.8088 2.0139
H -1.0682 -1.0207 0.9436
H -0.0701 -2.3312 1.6451
H -1.1389 -1.3589 2.7030
N 4.5280 -0.6747 6.3195
C 5.8354 -1.0948 6.3058
C 6.2308 -1.1631 4.9978
C 5.1226 -0.7777 4.1934
C 4.0866 -0.4822 5.0369
H 3.9624 -0.5212 7.1333
H 6.3726 -1.3084 7.2143
H 7.2080 -1.4594 4.6545
H 5.0866 -0.7256 3.1178
H 3.0829 -0.1529 4.8323
N -3.5910 0.9108 -5.6663
C -3.1498 -0.1543 -6.4011
C -2.0734 0.2673 -7.1379
C -1.8585 1.6419 -6.8368
C -2.8074 2.0033 -5.9202
H -4.3673 0.8956 -5.0309
H -3.6267 -1.1170 -6.3333
H -1.4996 -0.3482 -7.8124
H -1.0840 2.2784 -7.2310
H -2.9826 2.9400 -5.4196
N 0.9479 0.1506 -5.7719
C 1.4245 1.0485 -4.8557
C 2.6808 1.4237 -5.2492
C 2.9713 0.7296 -6.4557
C 1.8821 -0.0438 -6.7547
H 0.0278 -0.2578 -5.7577
H 0.8274 1.3448 -4.0105
H 3.3209 2.1202 -4.7339
H 3.8761 0.7931 -7.0364
H 1.6943 -0.7125 -7.5776
N 1.1692 -2.8698 -4.4388
C 1.0888 -4.0574 -5.1110
C 1.2582 -5.0680 -4.2019
C 1.4498 -4.4635 -2.9293
C 1.3896 -3.1069 -3.1103
H 1.0800 -1.9584 -4.8518
H 0.9216 -4.0854 -6.1743
H 1.2516 -6.1221 -4.4236
H 1.6204 -4.9667 -1.9923
H 1.4948 -2.2948 -2.4107
N -5.6170 -0.0903 0.3538
C -4.9431 0.7268 1.2198
C -5.3196 0.3940 2.4941
C -6.2596 -0.6681 2.3912
C -6.4225 -0.9416 1.0598
H -5.5368 -0.0661 -0.6457
H -4.2617 1.4794 0.8557
H -4.9698 0.8638 3.3988
H -6.7614 -1.1683 3.2021
H -7.0408 -1.6666 0.5592
N 4.7462 -3.1337 8.9540
C 4.5692 -4.2249 8.1488
C 4.8928 -5.3367 8.8791
C 5.2814 -4.8966 10.1750
C 5.1810 -3.5314 10.1895
H 4.5884 -2.1851 8.6738
H 4.2353 -4.1142 7.1312
H 4.8585 -6.3530 8.5242
H 5.6001 -5.5122 10.9994
H 5.3815 -2.8153 10.9678

## Properties
Gap between HOMO and LUMO: 7.759 eV
LUMO: -0.35 eV
Spin multiplicity: 1
Electronic energy: -3912.713750 Eh

***

Entry 2:
Entry from the Open Molecules 2025 dataset: C32H50I2N8O4PSeV as an isolated structure (ωB97M-V/def2-TZVPD).

Atoms and positions in Å:
V 1.1124 -1.7115 -0.9152
I -1.0077 -0.7336 -2.4275
C -0.6785 -2.3895 -3.7848
I 1.3937 -2.7957 -3.7826
H -0.9878 -2.0888 -4.7787
H -1.2040 -3.2727 -3.4426
N -1.0872 -3.5433 0.7399
C -0.8693 -2.3734 1.3609
N -1.5363 -2.1160 2.4721
C -1.2690 -0.9534 3.0675
N -1.9042 -0.6603 4.1933
N -0.3756 -0.0303 2.6109
C 0.1869 -0.3442 1.4853
N -0.0003 -1.4904 0.7868
C 1.1389 0.6073 0.8664
C 1.5106 1.7966 1.4579
C 2.3875 2.6211 0.7677
C 2.8548 2.2307 -0.4778
C 2.4436 1.0169 -0.9969
N 1.5969 0.2251 -0.3345
H -1.6770 -4.1884 1.2434
H -0.3271 -3.9486 0.2088
H -2.5567 -1.3193 4.5835
H -1.7068 0.2039 4.6681
H 1.1043 2.0587 2.4234
H 2.6998 3.5636 1.1969
H 3.5327 2.8510 -1.0461
H 2.7935 0.6572 -1.9560
C -4.2573 2.5677 2.4280
C -4.5406 1.0663 2.4721
C -3.7552 0.2301 1.4611
C -4.2192 0.3396 0.0132
N -4.1564 1.6864 -0.5513
C -3.0368 2.3689 -0.8641
Se -1.2743 1.8412 -0.6031
N -3.3934 3.5601 -1.3766
C -2.4720 4.6213 -1.7724
C -2.1241 5.5285 -0.5999
C -1.0279 6.5301 -0.9574
C 0.3527 5.8872 -1.0440
C -4.7806 3.6528 -1.4034
C -5.6253 4.6778 -1.8103
C -6.9820 4.4471 -1.6869
C -7.4763 3.2433 -1.1685
C -6.6327 2.2283 -0.7574
C -5.2684 2.4559 -0.8933
H -4.6277 3.0550 3.3296
H -4.7368 3.0618 1.5827
H -3.1824 2.7595 2.3626
H -5.6123 0.8793 2.3513
H -4.2885 0.6960 3.4689
H -3.8494 -0.8296 1.7198
H -2.6940 0.4848 1.5213
H -5.2631 0.0356 -0.0540
H -3.6496 -0.3289 -0.6338
H -2.9500 5.1810 -2.5767
H -1.5869 4.1373 -2.1813
H -1.7901 4.9047 0.2353
H -3.0288 6.0448 -0.2700
H -1.0116 7.3210 -0.2063
H -1.2704 7.0207 -1.9048
H 0.6173 5.4263 -0.0885
H 1.1184 6.6248 -1.2839
H 0.3966 5.1085 -1.8088
H -5.2470 5.6130 -2.1993
H -7.6791 5.2151 -1.9918
H -8.5455 3.1076 -1.0825
H -7.0300 1.3094 -0.3497
C 2.7885 -2.5153 2.4829
C 4.0822 -3.1458 2.0032
C 5.1670 -2.1137 1.7690
C 4.5409 -4.2555 2.9261
O 3.8456 -3.8413 0.7032
P 3.0294 -3.4473 -0.5439
O 1.4945 -3.6207 -0.4005
O 3.0738 -1.9273 -0.8561
O 3.5252 -4.3456 -1.6884
C 4.9300 -4.6682 -2.1303
C 5.3951 -5.8472 -1.3030
C 4.7624 -5.0323 -3.5905
C 5.8006 -3.4408 -1.9533
H 2.8970 -2.2384 3.5317
H 1.9556 -3.2149 2.3984
H 2.5668 -1.6079 1.9188
H 5.3603 -1.5823 2.7018
H 4.8646 -1.3887 1.0126
H 6.0956 -2.5914 1.4572
H 4.8046 -3.8322 3.8953
H 5.4192 -4.7547 2.5188
H 3.7539 -4.9952 3.0713
H 4.7261 -6.6971 -1.4339
H 5.4462 -5.5953 -0.2453
H 6.3913 -6.1414 -1.6346
H 4.0372 -5.8367 -3.7068
H 5.7186 -5.3698 -3.9899
H 4.4394 -4.1703 -4.1768
H 5.9344 -3.1859 -0.9017
H 5.3812 -2.5823 -2.4792
H 6.7853 -3.6478 -2.3723

## Properties
Energy above the lowest of the compared OMol25 structures with the same formula, charge and spin: 0.6585 eV
Gap between HOMO and LUMO (spin up / spin down): 6.011 / 6.272 eV
LUMO (spin up / spin down): -6.24 / -5.98 eV
Spin multiplicity: 3
Electronic energy: -6270.437680 Eh
Total charge: +2